{
  "formula": "C39H38F6Nb",
  "method": "ωB97M-V with the def2-TZVPD basis set",
  "total_charge": -1,
  "homo_lumo_gap_ev": 7.0,
  "total_energy_ha": -2164.7062,
  "e_homo_ev": -4.95,
  "symbols": ["Nb", "F", "F", "F", "F", "F", "F", "C", "C", "C", "C", "C", "C", "C", "C", "C", "C", "C", "C", "C", "C", "C", "C", "C", "C", "C", "C", "C", "C", "C", "C", "C", "C", "C", "C", "C", "C", "C", "C", "C", "C", "C", "C", "C", "C", "C", "H", "H", "H", "H", "H", "H", "H", "H", "H", "H", "H", "H", "H", "H", "H", "H", "H", "H", "H", "H", "H", "H", "H", "H", "H", "H", "H", "H", "H", "H", "H", "H", "H", "H", "H", "H", "H", "H"],
  "xyz": [[-2.316, 2.451, 1.154], [4.236, -11.193, -2.728], [-3.606, 5.884, 0.572], [-2.790, 3.629, -6.065], [-0.079, -4.390, 3.356], [4.305, -4.916, 0.518], [-0.217, 3.614, -2.693], [1.366, 3.357, -4.418], [0.225, -5.427, 4.149], [2.681, 3.468, -4.858], [-3.101, 4.385, -3.854], [-4.339, 6.563, 1.462], [-3.861, 5.096, -2.930], [2.104, -4.300, 1.101], [4.519, -8.885, -2.346], [1.857, 1.954, 1.050], [-5.510, 7.183, 1.051], [1.408, -5.407, 4.873], [3.669, 3.926, -3.988], [1.296, -2.112, 0.491], [-0.433, 3.810, 1.090], [1.087, -3.348, 1.096], [-6.275, 7.884, 1.978], [3.542, -2.770, -0.093], [-3.526, 4.311, -5.172], [5.564, -8.154, -0.301], [2.522, -1.822, -0.107], [-5.856, 7.967, 3.304], [1.050, 3.717, -3.116], [-4.675, 7.345, 3.706], [-3.915, 6.635, 2.781], [3.321, -3.999, 0.509], [-0.648, -6.502, 4.230], [5.262, -10.509, -0.719], [-5.042, 5.717, -3.333], [4.670, -10.200, -1.935], [1.720, -6.481, 5.701], [3.341, 4.280, -2.681], [0.854, -7.568, 5.787], [0.892, 2.866, 1.071], [-4.696, 4.930, -5.585], [5.716, -9.479, 0.101], [-0.329, -7.581, 5.050], [-5.461, 5.632, -4.658], [4.964, -7.855, -1.521], [2.024, 4.180, -2.244], [6.188, -9.710, 1.051], [0.586, 2.994, -5.078], [-7.198, 8.365, 1.668], [5.915, -7.351, 0.341], [-2.185, 3.889, -3.557], [2.938, 3.196, -5.878], [1.099, -8.408, 6.429], [2.075, -4.557, 4.788], [2.375, 0.929, 1.205], [-0.431, 4.532, 2.000], [4.058, -8.671, -3.304], [-4.348, 7.414, 4.739], [4.504, -2.559, -0.546], [-1.567, -6.490, 3.656], [0.502, -1.370, 0.483], [-6.451, 8.517, 4.027], [1.750, 4.459, -1.233], [-3.534, 5.167, -1.897], [-3.768, 1.370, 1.254], [-2.998, 6.138, 3.077], [-5.817, 7.115, 0.013], [0.137, -3.570, 1.563], [-5.003, 4.861, -6.623], [-0.509, 4.390, 0.082], [-1.302, 1.308, 2.190], [2.681, -0.859, -0.582], [-3.236, 3.704, 0.162], [1.955, -5.271, 1.560], [-2.829, 3.250, 2.709], [4.843, -6.822, -1.830], [5.364, -11.546, -0.420], [2.639, -6.471, 6.279], [4.112, 4.633, -2.003], [-5.637, 6.268, -2.610], [-6.384, 6.112, -4.969], [-1.740, 1.578, -0.365], [-1.002, -8.430, 5.115], [4.696, 4.008, -4.331]]
}